Entry 1:
C16H14BN7O4Re as an isolated structure at a distorted geometry, computed with ωB97M-V/def2-TZVPD.

Element x y z (Å)
Re  -0.210  -0.520  -0.242
C  -2.249  2.309  -2.734
C  -1.445  1.211  -2.582
N  -1.250  0.959  -1.261
N  -1.971  1.888  -0.576
C  -2.555  2.710  -1.435
B  -2.066  1.790  0.964
N  -0.628  1.771  1.551
C  -0.035  2.537  2.460
C  1.289  2.134  2.615
C  1.448  1.094  1.729
N  0.285  0.875  1.076
N  -2.674  0.398  1.199
C  -3.795  -0.010  1.791
C  -3.920  -1.381  1.636
C  -2.813  -1.764  0.911
N  -2.050  -0.676  0.637
H  -2.575  2.764  -3.656
H  -0.983  0.593  -3.335
H  -3.171  3.523  -1.080
H  -2.730  2.668  1.431
H  -0.586  3.325  2.954
H  2.026  2.550  3.283
H  2.315  0.488  1.519
H  -4.446  0.703  2.275
H  -4.710  -2.013  2.007
H  -2.506  -2.746  0.592
O  3.135  0.983  -2.647
C  2.308  0.313  -1.903
O  1.169  0.685  -1.616
C  2.753  -0.979  -1.387
C  3.966  -1.593  -1.591
C  4.193  -2.812  -0.955
C  3.206  -3.353  -0.151
C  2.020  -2.654  0.003
N  1.794  -1.489  -0.597
C  0.877  -3.104  0.818
O  0.805  -4.088  1.458
O  -0.137  -2.159  0.731
H  2.746  1.829  -2.934
H  4.706  -1.137  -2.234
H  5.136  -3.328  -1.091
H  3.326  -4.296  0.365

The net charge is +2. Its spin multiplicity is 2. For the gap between HOMO and LUMO (alpha / beta), the calculation gives 7.579 / 7.149 eV.


Entry 2:
A 3-piece molecular cluster, C16H14Br2N2O9P overall at a distorted geometry, computed with ωB97M-V/def2-TZVPD.

Element x y z (Å)
C  -1.868  -0.826  -5.378
N  -0.837  -1.453  -4.530
C  -1.068  -2.612  -3.925
N  0.036  -2.909  -3.266
Br  0.223  -4.459  -2.259
C  0.982  -1.952  -3.441
C  0.417  -1.018  -4.230
P  1.156  0.585  -4.794
O  0.800  0.505  -6.389
Br  3.303  0.046  -4.680
H  -2.018  -1.466  -6.236
H  -1.536  0.137  -5.730
H  -2.799  -0.741  -4.840
H  -1.968  -3.185  -3.952
H  1.972  -1.943  -3.041
H  1.488  -0.003  -6.844
C  -0.280  -2.127  2.444
C  0.502  -1.503  3.338
C  1.902  -1.080  3.000
O  2.551  -0.505  3.845
C  2.410  -1.389  1.665
C  1.628  -2.011  0.781
C  0.217  -2.411  1.113
O  -0.457  -2.967  0.258
O  2.059  -2.310  -0.455
O  0.095  -1.213  4.565
H  -1.291  -2.433  2.675
H  3.425  -1.095  1.436
H  1.332  -2.757  -0.928
H  0.838  -0.750  5.004
C  0.159  3.754  4.013
C  -0.387  4.578  3.108
C  -1.537  4.151  2.238
O  -1.989  4.958  1.450
C  -2.044  2.795  2.383
C  -1.497  1.972  3.286
C  -0.361  2.408  4.169
O  0.071  1.601  4.971
O  -1.913  0.723  3.470
O  0.042  5.817  2.914
H  0.985  4.050  4.644
H  -2.863  2.494  1.745
H  -1.360  0.348  4.187
H  -0.523  6.196  2.214

The net charge is +1. For the gap between HOMO and LUMO, the calculation gives 7.130 eV.


Entry 3:
One molecule with the formula C16H14BrN5OS at a distorted geometry, computed with ωB97M-V/def2-TZVPD.

Element x y z (Å)
C  -1.878  1.493  -2.760
C  -2.194  0.568  -1.485
C  -3.254  -0.162  -1.460
C  -3.476  -0.999  -0.447
C  -2.713  -0.986  0.572
C  -2.833  -1.442  1.837
C  -1.948  -1.197  2.808
C  -0.654  -0.677  2.727
C  -0.436  0.038  1.534
N  0.527  0.866  1.245
C  1.887  1.231  2.016
S  2.124  0.955  3.508
N  2.633  1.569  1.038
C  3.171  1.489  -0.055
O  4.082  1.944  -0.677
C  2.361  0.554  -0.922
C  1.661  0.531  -2.215
Br  1.749  1.997  -3.162
C  1.253  -0.676  -2.460
N  1.587  -1.660  -1.279
N  2.210  -0.749  -0.454
C  2.731  -1.601  0.632
C  -1.518  -0.052  0.538
N  -1.251  0.617  -0.437
H  -2.627  1.900  -3.030
H  -1.074  2.056  -2.613
H  -1.462  1.045  -3.520
H  -4.010  -0.225  -2.460
H  -4.428  -1.499  -0.358
H  -3.568  -2.163  2.124
H  -2.060  -1.842  3.870
H  -0.023  -0.362  3.507
H  0.576  1.211  0.418
H  3.271  2.235  1.577
H  0.979  -1.310  -3.233
H  2.075  -1.240  1.532
H  2.862  -2.526  0.536
H  3.668  -0.931  1.007

The net charge is 0. For the gap between HOMO and LUMO, the calculation gives 6.506 eV. For the energy above the lowest of the compared OMol25 structures with the same formula, charge and spin, the calculation gives 1230.3 kJ/mol.


Entry 4:
One molecule with the formula C16H14Cl2N2O3S at a distorted geometry, computed with ωB97M-V/def2-TZVPD.

Element x y z (Å)
O  -1.632  -2.336  1.305
C  -1.589  -1.648  0.221
C  -2.624  -1.837  -0.857
C  -3.464  -0.657  -1.360
C  -4.517  -0.118  -0.585
C  -5.391  0.676  -1.214
S  -4.769  1.022  -2.834
C  -3.432  -0.063  -2.648
N  -0.475  -0.902  0.036
C  0.589  -0.653  1.030
C  1.893  -1.502  0.917
C  2.865  -0.940  -0.126
C  4.250  -1.523  0.353
O  4.882  -1.085  1.326
O  4.792  -2.448  -0.509
N  2.935  0.533  -0.279
C  1.945  1.355  0.168
C  2.142  2.722  0.161
C  1.222  3.556  0.668
Cl  1.431  5.251  0.490
C  0.219  3.014  1.367
C  -0.002  1.674  1.495
Cl  -1.559  1.209  2.095
C  0.870  0.771  0.906
H  -3.280  -2.509  -0.455
H  -2.248  -2.414  -1.692
H  -4.508  -0.266  0.482
H  -6.231  1.273  -0.765
H  -2.863  -0.374  -3.506
H  -0.355  -0.446  -0.889
H  0.218  -0.913  2.088
H  2.375  -1.614  1.934
H  1.700  -2.453  0.578
H  2.608  -1.281  -1.133
H  5.610  -2.823  -0.056
H  3.821  0.925  -0.069
H  3.077  3.092  -0.330
H  -0.505  3.730  1.687

The net charge is 0. For the gap between HOMO and LUMO, the calculation gives 8.824 eV.


Entry 5:
One molecule with the formula C16H14ClNO3 at a distorted geometry, computed with ωB97M-V/def2-TZVPD.

Element x y z (Å)
C  3.766  -2.706  -2.198
C  2.974  -2.661  -1.134
C  1.566  -2.108  -1.380
C  1.355  -1.407  -2.431
C  0.131  -0.452  -2.766
C  -0.884  -0.594  -1.822
C  -2.253  0.127  -1.953
O  -2.466  0.587  -3.088
C  -2.977  0.336  -0.660
O  -2.246  0.923  0.399
C  -2.372  1.888  1.001
O  -3.084  2.836  0.621
C  -1.422  2.024  2.042
C  -1.884  2.857  3.189
C  -0.993  2.940  4.302
C  0.349  2.827  3.962
N  0.792  2.074  3.135
C  0.170  1.806  2.191
Cl  0.590  1.145  0.624
C  -0.693  -1.436  -0.572
C  0.315  -2.181  -0.619
H  4.642  -3.171  -1.902
H  3.305  -2.913  -3.173
H  4.162  -1.591  -2.362
H  2.646  -3.841  -0.973
H  3.269  -2.444  -0.219
H  1.999  -1.087  -3.259
H  0.011  0.175  -3.607
H  -3.532  1.296  -0.780
H  -3.569  -0.476  -0.377
H  -2.867  3.296  3.174
H  -1.237  3.595  5.252
H  1.127  2.601  4.993
H  -1.304  -1.498  0.183
H  0.614  -2.767  0.206

The net charge is 0. For the gap between HOMO and LUMO, the calculation gives 8.780 eV. For the energy above the lowest of the compared OMol25 structures with the same formula, charge and spin, the calculation gives 1224.1 kJ/mol.


Entry 6:
C16H14F3ILiN2O4 as an isolated structure, computed with ωB97M-V/def2-TZVPD.

Element x y z (Å)
Li  1.032  -0.391  -0.514
N  -0.735  -2.633  -1.493
C  0.029  -3.538  -2.362
C  1.516  -3.216  -2.320
C  1.807  -1.780  -2.803
O  1.792  -1.584  -4.026
O  1.967  -0.903  -1.892
H  -0.305  -2.558  -0.574
H  -1.676  -2.973  -1.354
H  -0.320  -3.407  -3.388
H  -0.112  -4.596  -2.098
H  2.036  -3.909  -2.982
H  1.891  -3.338  -1.300
I  1.372  -0.243  8.113
C  1.180  -0.218  6.017
C  0.214  -1.011  5.417
C  0.112  -1.006  4.031
C  0.946  -0.208  3.260
C  1.895  0.590  3.886
C  2.027  0.584  5.269
C  0.838  -0.215  1.745
O  1.290  0.779  1.125
O  0.308  -1.224  1.208
H  -0.445  -1.627  6.013
H  -0.617  -1.634  3.533
H  2.526  1.222  3.273
H  2.777  1.198  5.751
F  -3.188  5.022  -2.068
C  -2.602  4.256  -3.005
F  -1.752  5.046  -3.690
F  -3.568  3.888  -3.872
C  -1.901  3.068  -2.418
C  -1.200  2.216  -3.257
C  -0.548  1.133  -2.690
N  -0.575  0.891  -1.380
C  -1.249  1.714  -0.583
C  -1.938  2.822  -1.057
H  -1.158  2.393  -4.323
H  0.031  0.433  -3.288
H  -1.220  1.482  0.477
H  -2.475  3.473  -0.383

The net charge is -1. For the gap between HOMO and LUMO, the calculation gives 7.491 eV. For the energy above the lowest of the compared OMol25 structures with the same formula, charge and spin, the calculation gives 11.9 kJ/mol.